Entry 1:
Density functional theory data (ωB97M-V/def2-TZVPD) for C3H7NOS as an isolated structure in a non-equilibrium geometry.

Geometry as XYZ:
```
13
Properties=species:S:1:pos:R:3:nbo_charge:R:1
H -0.5687 -1.0052 1.6926 0.2319
H 0.8900 1.1688 1.8521 0.2400
H 2.0021 0.1824 1.0065 0.2136
C 0.0492 -0.6774 0.8097 -0.4456
H 0.6052 -1.4846 0.4728 0.2119
N -0.9764 -0.9093 -1.4119 -0.8060
O 0.3683 2.6351 -0.6069 -0.9377
C -0.8126 -0.1299 -0.2686 -0.1966
H -1.1834 -0.2236 -2.1614 0.3620
H -0.1014 -1.3530 -1.7273 0.3521
S 0.5508 1.1628 -0.6644 1.1400
H -1.8200 0.1182 -0.0068 0.2220
C 0.9969 0.5157 1.0137 -0.5876
```

- LUMO energy (eV) = 0.84
- energy above the lowest of the compared OMol25 structures with the same formula, charge and spin (eV) = 2.640
- HOMO level (eV) = -8.722
- orbital gap (eV) = 9.56
- molecular weight (g/mol) = 105.2

Entry 2:
Density functional theory data (ωB97M-V/def2-TZVPD) for a 4-piece molecular cluster, C4H13NO3 overall in a non-equilibrium geometry.

Geometry as XYZ:
```
21
Properties=species:S:1:pos:R:3:nbo_charge:R:1
H 0.0777 -2.0963 0.2053 0.2738
H 1.1802 1.7777 1.9846 0.2177
O 3.4343 -0.0725 -0.4251 -0.9654
N -0.7310 -0.1473 0.0051 -0.4947
C -0.9761 -1.5794 0.1704 -0.4340
O 1.3980 -0.3563 -2.4316 -0.9577
H -1.4874 -1.7828 1.1394 0.1865
C 0.3297 1.5673 1.4199 -0.2671
H -2.4227 0.9291 0.6169 0.1882
H 2.9794 -0.2501 -1.1799 0.4736
H -0.5194 2.2539 1.5264 0.2407
O 1.1445 -0.6714 1.2414 -0.6543
H -1.7409 1.4872 -0.9331 0.2120
H 1.1458 0.0779 -3.2646 0.4733
H -1.6655 -1.9344 -0.6090 0.2044
C -1.8817 0.6212 -0.2843 -0.4279
C 0.3568 0.2639 0.9396 0.5087
H -1.3418 0.1458 2.2303 0.0433
H 2.7296 -0.0551 0.3022 0.4750
H -2.6758 -0.0160 -0.8218 0.2207
H 0.6663 -0.1624 -1.8320 0.4831
```

- LUMO energy (eV) = -2.97
- energy above the lowest of the compared OMol25 structures with the same formula, charge and spin (eV) = 6.964
- HOMO level (eV) = -9.530
- orbital gap (eV) = 6.56
- molecular weight (g/mol) = 123.2

Entry 3:
Density functional theory data (ωB97M-V/def2-TZVPD) for B5CaF16H4 as an isolated structure in a non-equilibrium geometry.

Geometry as XYZ:
```
26
Properties=species:S:1:pos:R:3:nbo_charge:R:1
B -2.4414 14.2110 -2.8159 1.3192
F -1.8780 11.4010 -0.6881 -0.5502
F -3.2156 15.0658 -3.6253 -0.5731
B -1.3327 11.9328 0.4503 1.2799
B -4.5697 15.8425 -0.2958 -0.8270
F -1.8769 14.8565 -1.7580 -0.5690
F -5.5613 11.4385 1.3710 -0.5414
Ca -3.0695 13.9485 -0.0204 1.8158
F -1.1678 13.8265 2.9861 -0.5671
B -5.8620 11.9278 0.2105 1.3058
H -3.5477 16.1270 -0.0990 -0.0322
F -1.4081 13.6622 -3.5554 -0.5787
F -3.3321 14.1721 2.4448 -0.5554
B -2.1399 14.7634 2.6731 1.3223
F -0.8948 13.2282 0.1789 -0.5801
H -4.8210 15.0202 0.3561 -0.0475
F -1.7779 15.3794 1.4617 -0.5834
F -3.1935 13.2064 -2.2756 -0.5605
F -2.3391 12.1709 1.3436 -0.5633
F -6.7663 12.9184 0.3296 -0.5701
H -4.5752 15.3563 -1.2590 -0.0146
F -2.1968 15.7593 3.6671 -0.5852
F -6.4314 10.9805 -0.6417 -0.5909
H -5.2075 16.7010 -0.1531 -0.0312
F -0.3481 11.2570 0.9849 -0.5444
F -4.7883 12.4942 -0.4123 -0.5779
```

- LUMO energy (eV) = 7.80
- energy above the lowest of the compared OMol25 structures with the same formula, charge and spin (eV) = 2.212
- HOMO level (eV) = -0.596
- charge = -3
- orbital gap (eV) = 8.39
- molecular weight (g/mol) = 402.1

Entry 4:
Density functional theory data (ωB97M-V/def2-TZVPD) for C34H44O8ReS2Se as an isolated structure in a non-equilibrium geometry.

Geometry as XYZ:
```
90
Properties=species:S:1:pos:R:3:lowdin_spin:R:1
H 2.1344 -2.0632 -3.0950 -0.0001
C 4.9847 -3.4593 2.7829 0.0000
H -2.1441 5.0847 0.6289 0.0001
C 5.3327 -2.3341 -1.8498 0.0000
H -0.1908 4.7852 -3.4909 0.0000
H 5.2484 -3.3694 -1.5290 0.0000
C -4.8282 -5.3615 -2.1200 -0.0002
C 3.7172 -1.7829 4.1179 -0.0002
H 4.3892 -0.9826 3.8169 0.0000
C -2.6685 5.4616 3.0485 0.0000
H 5.8143 -2.3265 -2.8249 0.0000
C -1.5235 4.2419 -1.8796 -0.0003
S -1.5299 -3.4342 -0.8921 0.0016
H 1.2697 -1.4459 2.7139 0.0002
H 0.5795 4.7615 -1.8999 0.0000
O -0.9303 -4.7141 -0.6454 -0.0003
S -3.0751 -1.2331 -2.9274 0.0048
O -1.8344 -1.1506 -3.7089 0.0336
H 5.3163 -3.9184 3.7118 0.0000
H -3.5174 3.5117 -2.2979 0.0000
H -5.2974 -6.3057 -1.8938 0.0000
H -1.3535 4.4306 5.1525 0.0000
Se -0.5938 -0.4447 0.6477 -0.0006
O -2.7784 -0.7386 -1.5576 0.0119
H -5.2338 -2.5817 -4.0171 0.0000
C -1.0112 2.1345 -0.5623 0.0035
H -3.1641 -5.6499 -0.7728 0.0000
C -1.6834 3.4241 1.8803 -0.0050
C 3.1164 -2.5054 -2.9539 -0.0002
O 1.3074 -0.5877 -1.6725 0.0399
H -0.6921 2.9790 4.4041 0.0000
H -2.9903 5.8269 4.0222 0.0000
H 3.6192 -2.5546 -3.9167 0.0000
C 3.7365 -2.1557 0.5209 0.0002
H -3.0434 2.1254 3.8398 0.0000
H -1.0663 1.5559 2.7867 0.0001
C 2.6184 -3.9321 3.3869 -0.0003
H 5.7203 -2.7127 2.4923 0.0000
H 3.1920 0.2370 -2.6516 0.0000
C 3.0775 -2.1400 1.7470 -0.0031
C -3.6306 -2.9215 -2.6738 0.0004
H 2.5238 -4.6509 2.5767 0.0000
H -6.3191 -4.7710 -3.5433 0.0000
O -4.1842 -0.5560 -3.5337 0.0056
H 4.1069 -2.2438 5.0218 0.0000
H 4.6837 -2.6583 0.4571 0.0001
H -3.7280 3.5509 4.6248 -0.0001
H 5.9702 -1.7915 -1.1555 0.0000
C -2.1727 4.0192 3.1900 -0.0006
C 3.2213 -1.6017 -0.6406 -0.0032
H -2.9848 5.7481 -1.2936 0.0000
H -4.1493 3.1649 2.9533 0.0000
H 2.7505 -1.3445 4.3460 0.0000
H 4.9410 -4.2355 2.0228 0.0000
C -2.5413 3.5274 -2.7784 -0.0003
C -4.8035 -3.2832 -3.3204 -0.0001
H -0.1815 4.5646 3.8363 0.0000
O -0.7005 -2.6146 -1.8171 0.0044
C -1.7643 4.0794 0.6504 0.0004
C -1.9830 5.6950 -1.7126 0.0000
H 2.9727 -4.4518 4.2739 0.0000
O -1.8482 -2.6724 0.3055 0.0015
C 4.1505 -0.2494 -2.5021 0.0001
H -2.0070 6.1683 -2.6919 0.0000
C 1.9286 -1.0228 -0.5971 0.0058
C 3.6080 -2.8239 2.9956 -0.0003
C -1.1824 2.1274 1.8753 0.0015
C -0.8402 1.5066 0.6911 0.0040
H 2.9854 -3.5158 -2.5715 0.0000
C 1.2940 -0.9503 0.6615 0.0056
H -1.8797 6.1163 2.6856 0.0000
C -3.6504 -5.0044 -1.4855 0.0002
C -3.0595 -3.7800 -1.7587 0.0001
C 3.9538 -1.6758 -1.9715 -0.0001
H -2.6250 4.0482 -3.7287 0.0000
H 4.6801 -0.2785 -3.4511 0.0000
Re -0.7509 -0.5667 -1.7620 0.8893
H 0.2088 3.2444 -2.7275 -0.0001
C -3.3455 3.1571 3.6860 -0.0004
C -1.4182 3.4965 -0.5565 -0.0048
H -1.2991 6.2602 -1.0837 0.0000
C 1.8445 -1.5043 1.8018 0.0012
H 4.7349 0.3355 -1.7938 0.0000
O -0.8359 1.4470 -1.6607 0.0047
C -1.0275 3.9935 4.2118 -0.0003
C -5.4011 -4.5002 -3.0442 0.0001
H -2.2384 2.5028 -2.9724 -0.0001
H -3.5191 5.5177 2.3731 0.0000
H 1.6301 -3.5315 3.5915 0.0000
C -0.1391 4.2558 -2.5428 -0.0003
```

- LUMO energy (spin up / spin down) (eV) = -2.10 / -1.66
- 2S+1 = 2
- HOMO level (spin up / spin down) (eV) = -8.148 / -8.210
- orbital gap (spin up / spin down) (eV) = 6.05 / 6.55
- molecular weight (g/mol) = 910.0

The highest molecular weight belongs to which entry?
C34H44O8ReS2Se

Please write out number 2 again, unchanged.
Density functional theory data (ωB97M-V/def2-TZVPD) for a 4-piece molecular cluster, C4H13NO3 overall in a non-equilibrium geometry.

Geometry as XYZ:
```
21
Properties=species:S:1:pos:R:3:nbo_charge:R:1
H 0.0777 -2.0963 0.2053 0.2738
H 1.1802 1.7777 1.9846 0.2177
O 3.4343 -0.0725 -0.4251 -0.9654
N -0.7310 -0.1473 0.0051 -0.4947
C -0.9761 -1.5794 0.1704 -0.4340
O 1.3980 -0.3563 -2.4316 -0.9577
H -1.4874 -1.7828 1.1394 0.1865
C 0.3297 1.5673 1.4199 -0.2671
H -2.4227 0.9291 0.6169 0.1882
H 2.9794 -0.2501 -1.1799 0.4736
H -0.5194 2.2539 1.5264 0.2407
O 1.1445 -0.6714 1.2414 -0.6543
H -1.7409 1.4872 -0.9331 0.2120
H 1.1458 0.0779 -3.2646 0.4733
H -1.6655 -1.9344 -0.6090 0.2044
C -1.8817 0.6212 -0.2843 -0.4279
C 0.3568 0.2639 0.9396 0.5087
H -1.3418 0.1458 2.2303 0.0433
H 2.7296 -0.0551 0.3022 0.4750
H -2.6758 -0.0160 -0.8218 0.2207
H 0.6663 -0.1624 -1.8320 0.4831
```

- LUMO energy (eV) = -2.97
- energy above the lowest of the compared OMol25 structures with the same formula, charge and spin (eV) = 6.964
- HOMO level (eV) = -9.530
- orbital gap (eV) = 6.56
- molecular weight (g/mol) = 123.2